Record 1
The following is a quantum chemistry calculation of a molecular structure, C22H28As2BrCaClF6N4O9S2 in a non-equilibrium geometry, from the Open Molecules 2025 dataset.

Positions of all 76 atoms, in Å:
Br -1.86955 -4.06869 3.15112
As 0.44433 1.83086 1.28886
As -2.74891 1.91583 0.07144
Ca 0.52868 -0.66592 0.29500
Cl -1.81316 -1.50830 -0.73839
S 2.43014 -1.13920 2.06727
S 1.86721 -2.86765 0.22166
F 4.98699 -1.35360 1.24597
F 4.24876 -3.04074 2.39498
F 0.54524 -5.10422 0.62469
F 4.70470 -1.16939 3.35955
F 2.09825 -5.19878 -0.87597
F 2.62076 -5.17969 1.22060
O -1.00243 -0.51527 -1.39964
O 2.45250 -0.18044 0.98355
O -3.18054 -1.11705 -0.78054
O 0.80052 -2.50373 -0.65719
O 2.08960 -0.64949 3.35670
O -1.37378 -1.53747 0.63922
O 1.67957 -2.89993 -6.19695
O -1.66650 -2.77401 -1.35410
O 3.20075 -2.57733 -0.19180
N 1.64805 -0.09105 -2.04725
N 1.57787 -2.40681 1.70222
N 1.98394 -2.01937 -3.54925
N -1.37970 -0.02710 3.63422
C -3.46290 -1.72948 2.90459
C -2.28327 5.73024 1.92368
C 2.52458 -1.80594 -5.90150
C -0.92463 5.74987 2.18824
C -2.09010 3.49405 1.02176
C 1.07487 -3.12522 -3.85306
C -2.20822 -2.21516 3.22655
C 4.21165 -1.71876 2.25128
C 1.74031 -1.03008 -2.72396
C 1.78046 2.69631 0.12135
C 1.23002 2.27601 3.04644
C -2.85343 4.61793 1.33258
C -0.73235 3.47307 1.37892
C -2.58602 0.44600 3.33922
C 0.59046 -2.99373 -5.29178
C 3.09668 -1.93264 -4.49301
C -0.16315 4.62496 1.92371
C -1.19189 -1.34330 3.58091
C -4.61091 2.54596 -0.28799
C 1.77241 -4.71125 0.31940
C -2.05712 2.56014 -1.65879
C -3.65217 -0.36103 2.96614
H -0.06113 -2.11468 -5.38582
H -2.70830 1.52176 3.41833
H 3.73610 -1.08550 -4.25115
H -4.25713 -2.39655 2.60055
H -0.99126 2.33967 -1.72325
H -2.23115 3.62964 -1.76425
H -2.56235 2.02622 -2.46307
H 0.22771 -3.13594 -3.17882
H 1.97143 -0.86019 -5.98700
H 3.31828 -1.83044 -6.64758
H 2.02205 3.01577 2.93807
H -5.04773 1.79614 -0.94787
H 0.89196 4.63615 2.16910
H -2.89483 6.58569 2.18094
H 0.44474 2.65798 3.69447
H 0.03241 -3.88381 -5.57942
H -0.20545 -1.70085 3.85160
H -4.60170 0.08039 2.69434
H 1.64006 -4.05524 -3.74594
H -5.19569 2.57106 0.63190
H -0.46361 6.62668 2.62369
H 1.63631 1.38092 3.49702
H 1.83845 3.76914 0.29158
H -3.91405 4.62127 1.11131
H 3.67555 -2.85736 -4.41740
H -4.62800 3.52102 -0.77207
H 2.75190 2.23579 0.29404
H 1.49691 2.50585 -0.91396

Computed properties:
Energy relative to the best compared isomer or geometry (same formula, charge and spin) = 374.99 kJ/mol
Multiplicity = 1
Kohn-Sham gap = 8.85 eV

Record 2
The following is a quantum chemistry calculation of a gas-phase ion, C22H28BCl2N2O5 (charge -1) in a non-equilibrium geometry, from the Open Molecules 2025 dataset.

Positions of all 60 atoms, in Å:
Cl 1.71654 -3.39666 -2.69048
Cl -2.70284 4.77522 -0.06124
O -0.97920 5.56134 -1.91890
O -1.35524 2.34321 -1.69056
O 0.96185 1.67301 -1.05929
O 0.40647 -2.61705 -0.49127
O 0.08553 0.20801 0.46530
N -4.09436 -2.79217 -0.36661
N -2.06354 -0.04582 -2.45489
C -1.10124 4.77670 -0.93744
C 3.81914 -2.21316 0.58920
C -5.17444 -1.83577 -0.74385
C -0.32801 3.25434 2.75673
C 5.98293 -2.50060 -1.00691
C 5.94674 -1.00456 -1.46920
C -2.11415 1.19663 1.16397
C 2.58080 0.30754 0.61699
C 3.73019 -0.73402 0.14483
C -0.30742 2.26945 -0.68442
C 2.77370 -2.84181 1.61902
C 1.38350 -0.62796 -1.74148
C 4.97674 -3.10835 -0.00217
C -4.16063 -0.43453 1.20440
C -2.54717 -0.37211 1.01997
C -0.59567 1.48023 0.70877
C 1.06678 -2.16883 -1.44535
C 0.15125 3.83636 -0.59475
C 4.78687 -0.14008 -0.86499
C -4.95050 -0.33753 -0.19611
C -1.76436 1.07496 -2.13853
C 0.08889 2.02544 2.05772
B 1.28442 0.35340 -0.41416
H 6.79494 -3.17139 -1.43858
H 6.71828 -0.55863 -2.19650
H 0.21852 4.25050 2.57057
H 2.40271 -0.47765 -2.27076
H -2.00584 -0.92324 1.87963
H 0.93441 3.97803 -1.42980
H -4.29561 -3.28554 0.50947
H 0.67915 4.08554 0.38252
H -5.95892 0.17294 0.04057
H -5.19436 -1.78195 -1.88554
H -3.85200 -3.42917 -1.13274
H -2.35876 1.48281 2.24016
H -1.23328 3.27111 3.45500
H -4.41967 0.33397 -0.96922
H 2.29660 -0.03048 1.68135
H -4.44187 0.51434 1.79992
H -6.17236 -2.23106 -0.34684
H 5.00520 -4.21352 0.31347
H 3.12956 1.32709 0.69312
H -2.79549 1.75112 0.40547
H 3.28138 -3.18696 2.58382
H -4.47872 -1.32188 1.85181
H 4.68729 0.96148 -1.18460
H 0.94066 1.42381 2.53073
H 1.97232 -2.06653 1.91563
H 2.24293 -3.72240 1.12391
H 0.60040 -0.29749 -2.52962
H -2.20108 -0.81970 0.03271

Computed properties:
Multiplicity = 1
Net charge = -1
Kohn-Sham gap = 6.46 eV

Record 3
The following is a quantum chemistry calculation of 9 unconnected molecules or ions with the total composition C22H28Cl24IN3O5 in a non-equilibrium geometry, from the Open Molecules 2025 dataset.

Positions of all 83 atoms, in Å:
I 1.76299 -1.02515 4.13876
Cl 2.04792 7.19551 -5.98542
Cl -6.06005 7.40548 -2.44283
Cl 4.37580 -4.33027 11.30231
Cl 6.64366 -3.45340 6.70067
Cl 1.07499 -6.45190 0.03798
Cl -5.44415 5.62488 -0.23348
Cl 4.24385 -5.73014 8.75993
Cl 8.03557 7.60392 -9.06009
Cl 2.80724 -0.78533 -3.14640
Cl 2.79278 -3.24549 9.12029
Cl 0.76441 6.24591 -8.40961
Cl 6.08344 -2.15010 4.16826
Cl 4.18493 -1.93967 6.35362
Cl -0.24301 -5.25243 -2.24507
Cl -0.17506 3.96509 -6.00341
Cl 0.00712 -1.09008 -3.84616
Cl -5.57273 4.58697 -2.93167
Cl 1.48952 -7.55015 -2.62123
Cl 3.48973 7.24056 -8.50564
Cl -2.24202 3.22878 -4.08489
Cl 1.77310 -3.35678 -4.01525
Cl 7.65016 10.45960 -8.69251
Cl 0.45991 2.34723 -3.67218
Cl 7.96421 8.72793 -6.38304
O 1.03974 -2.81412 0.02833
O -4.01381 1.70542 2.00477
O 0.64929 -3.59805 2.09026
O 2.29635 1.58095 2.92283
O -2.82858 -5.89949 2.32481
N -2.90647 3.11278 0.63317
N -2.36064 -0.78165 2.05446
N -0.52067 -1.73998 1.45990
C -1.80116 -1.95874 1.74971
C 2.28855 6.38757 -7.53317
C -2.36395 -4.15841 0.62141
C 1.04225 0.29212 1.36657
C -3.32204 2.50408 -0.66453
C -0.75720 2.73133 -4.88900
C 7.34159 8.85533 -8.02797
C 1.76411 0.56513 2.68027
C 1.41807 -1.87784 -3.13421
C -1.42310 0.22876 1.97345
C -2.48634 -5.65972 0.97941
C 4.23862 -4.15399 9.55208
C -1.72117 1.62632 2.34660
C 5.38013 -2.96607 5.56278
C -2.56718 -3.23003 1.81394
C -1.61305 3.79126 0.50425
C 1.21047 -6.08387 -1.67431
C 0.48641 -2.83532 1.14567
C -0.27135 -0.38485 1.57520
C -4.21492 -6.02716 2.53833
C -2.95567 2.16542 1.64941
C -6.23015 5.77215 -1.80104
H -1.41203 -3.98588 0.13283
H 6.27076 8.70628 -7.99286
H -4.55000 -7.05520 2.40670
H -3.31744 -0.62674 2.33395
H -4.80348 -5.35749 1.90916
H -2.33808 -3.70290 2.76605
H -7.28426 5.56761 -1.67306
H -1.52756 -6.12991 0.80962
H 1.67267 -0.35162 0.75429
H -1.98010 1.60876 3.40476
H -1.73278 4.63191 -0.16844
H 1.19338 -2.13156 -2.09999
H -0.82343 2.22627 2.26746
H -0.97159 1.83628 -5.45828
H -3.18443 -6.13552 0.29193
H -3.61316 -2.93322 1.84586
H -3.11310 -3.92963 -0.13314
H -0.81915 3.14604 0.11874
H -4.18442 3.03373 -1.04860
H -4.41603 -5.75883 3.57286
H -3.60428 1.46590 -0.53458
H 5.09878 -3.59995 9.19940
H 4.87862 -3.85921 5.21441
H 0.89230 1.24205 0.86933
H 2.65979 5.39020 -7.33901
H -1.31063 4.16877 1.47485
H -2.49051 2.61176 -1.34705
H 2.05500 -5.42241 -1.81772

Computed properties:
Energy relative to the best compared isomer or geometry (same formula, charge and spin) = 0.00 kJ/mol
Multiplicity = 1
Kohn-Sham gap = 9.28 eV

Record 4
The following is a quantum chemistry calculation of a molecular structure, C22H28Cl4IrN2O5PS, from the Open Molecules 2025 dataset.

Positions of all 64 atoms, in Å:
Ir -1.25347 0.07558 0.14269
Cl -0.29565 2.53117 2.07449
Cl -2.45684 -0.11341 -6.87993
Cl -2.94155 3.00268 -2.51858
Cl -2.54600 -2.34379 -1.98163
S 0.18474 -0.10579 -1.71728
P -2.70076 0.19321 1.86895
O -3.46427 1.55532 2.18014
O -2.01651 -0.13100 3.26369
O 0.24530 -0.43982 1.42511
O -2.87656 0.44749 -1.05220
O -3.97371 -0.79434 1.80494
N 2.21690 -0.18923 0.17357
N 2.77088 -0.38229 -2.00108
C -2.54821 -1.08459 -4.35936
C 4.60275 -1.84080 -1.18947
C -2.77308 0.31727 -2.36097
C 1.49592 -0.31115 1.27374
C 4.17554 -0.43653 -1.58758
C 3.65700 -0.46106 2.54948
C -2.71508 1.30650 -4.59476
C -3.74316 -2.19306 1.59742
C -4.27301 2.19492 1.17315
C -2.80391 1.42245 -3.21961
C 2.52375 -0.48623 -3.43820
C 1.79102 -0.24147 -1.09425
C -2.58551 0.04643 -5.15438
C -0.77553 2.02579 0.42340
C 1.58669 -0.25076 3.76168
C 2.27027 -0.34659 2.55187
C -2.64360 -0.93105 -2.98818
C 4.35508 -0.48596 3.74628
C -2.71780 0.09428 4.49562
C 2.28856 -0.27102 4.95623
C 2.50083 0.87200 -4.12432
C 3.67167 -0.38967 4.95065
H -3.73104 -0.30361 4.44167
H 0.50973 -0.15042 3.74488
H 1.75685 -0.18854 5.89557
H -2.15775 -0.42335 5.26991
H 1.58673 -1.01518 -3.60198
H -4.48667 3.19144 1.55044
H -1.63085 2.63467 0.14101
H 4.76213 -0.08238 -2.43637
H 4.32254 0.25839 -0.76464
H -3.40754 -2.37634 0.57797
H -2.44078 -2.06769 -4.79380
H -4.69715 -2.68760 1.75936
H 5.43348 -0.57837 3.74028
H 1.68867 1.48260 -3.73138
H 4.21790 -0.40494 5.88526
H -2.75140 1.16107 4.70882
H 5.66391 -1.85788 -0.93682
H -3.01247 -2.57777 2.31153
H 4.03308 -2.17483 -0.32290
H 2.34954 0.74859 -5.19723
H 3.32027 -1.11004 -3.84704
H 4.17536 -0.53051 1.60362
H -2.74186 2.18964 -5.21631
H 4.43735 -2.54662 -2.00532
H -5.19765 1.63659 1.03452
H -3.74675 2.24785 0.22482
H 3.44143 1.40372 -3.97139
H 0.07026 2.26601 -0.21577

Computed properties:
Energy relative to the best compared isomer or geometry (same formula, charge and spin) = 0.00 kJ/mol
Multiplicity = 1
Kohn-Sham gap = 8.32 eV

Record 5
The following is a quantum chemistry calculation of a molecular structure, C22H28ClFeN2O9 in a non-equilibrium geometry, from the Open Molecules 2025 dataset.

Positions of all 63 atoms, in Å:
Fe 0.04401 0.79726 0.07824
Cl 2.96453 -5.59440 -0.64083
O -1.83424 -0.83983 0.61515
O 0.15666 -3.41404 -0.88440
O -2.14743 1.82507 -0.52814
O -3.02516 0.10495 -3.43539
O 2.12965 1.92141 0.17905
O 1.89645 0.23892 1.59378
O 0.44163 -1.21650 -0.64362
O 4.50885 -0.38302 1.51846
O -0.61691 1.56941 -2.09111
N -0.40771 3.88686 1.37687
N -0.80732 1.16862 2.40104
C -2.99146 3.70078 -2.97036
C -1.71182 -3.11668 1.30427
C 4.12238 0.83427 0.92754
C 4.10959 -2.66985 1.80000
C 3.24782 -2.92191 -0.84218
C 2.58550 0.99772 0.89216
C -4.31078 3.20518 -4.90734
C -3.27602 1.42271 -3.67023
C 3.35578 -4.02938 -0.02662
C 3.76326 -3.90855 1.29336
C -2.72719 2.35475 -2.78813
C 3.58897 -1.67767 -0.34022
C -3.79242 4.12771 -4.01834
C -0.67040 3.58990 2.76969
C 4.04565 -1.54390 0.96536
C 4.51410 -2.48517 3.23146
C -1.62889 -2.16282 0.11426
C -0.18930 -2.29318 -0.53893
C -2.67137 -2.49426 -0.94842
C -4.06075 1.85321 -4.73212
C -0.22265 2.19603 3.24385
C -1.76337 1.87744 -1.72305
H -0.99868 -2.80359 2.06315
H -0.99471 3.30171 0.78290
H 3.79969 -4.78082 1.93078
H -0.49141 2.07649 4.30894
H -3.66814 -2.53366 -0.50590
H 4.45658 -3.42372 3.77804
H 4.53484 0.95306 -0.08277
H -0.47065 0.24749 2.65586
H -2.64929 -1.73581 -1.72986
H -1.45732 -4.12092 0.97888
H 4.54000 1.62266 1.56251
H -1.74864 3.70237 2.93273
H 0.55642 3.65296 1.14657
H -0.15739 4.34256 3.38299
H 3.46513 -0.81535 -0.97268
H -3.99721 5.17989 -4.14634
H -4.90931 3.53104 -5.74793
H -3.32232 -0.43245 -4.17881
H -2.54748 4.40830 -2.28879
H -1.82029 1.17764 2.45242
H 2.87902 -3.01282 -1.85024
H -2.71613 -3.11151 1.72859
H 5.52622 -2.08723 3.29322
H 0.86192 2.11576 3.14560
H 3.85208 -1.75495 3.69440
H -2.23518 -0.29780 -0.08026
H -2.43827 -3.45636 -1.39608
H -4.46908 1.13400 -5.43300

Computed properties:
Multiplicity = 5
Expectation value of S² = 6.006
Net charge = -1
Kohn-Sham gap (alpha / beta) = 7.89 / 7.89 eV

Record 6
The following is a quantum chemistry calculation of a single C22H28F3N5O3S molecule in a non-equilibrium geometry, from the Open Molecules 2025 dataset.

Positions of all 62 atoms, in Å:
S -0.43882 3.11806 -1.37581
F -1.93413 -4.28019 2.84714
F 0.04717 -5.10766 2.84475
F -1.13104 -5.14806 4.64408
O 4.99265 0.70644 -0.41509
O -0.18449 4.34568 -2.06559
O -0.06342 3.01516 0.01121
N 0.16177 0.80801 -2.92608
N 2.27806 0.51042 -2.37635
N 0.97763 -0.06438 2.15919
N -2.03986 2.79299 -1.48171
N 3.11371 -0.30349 0.29841
C -0.81481 -4.38450 3.59273
C 0.11501 -2.20843 2.91633
C 0.44189 -1.41662 5.54221
C -3.64795 -0.63315 -3.55160
C 1.92549 -1.11712 0.15616
C -2.58206 1.72416 -0.67933
C 2.13230 0.80427 2.24920
C 0.56017 1.83727 -2.13337
C -3.52630 0.65400 -2.74238
C -2.71048 0.42134 -1.46784
C 3.96072 0.11741 -0.66235
C -2.84518 1.75154 -3.56414
C -0.08932 -2.67124 5.28412
C 0.72315 -0.37746 0.77348
C 3.36351 0.08420 1.67581
C 0.65917 -0.94397 3.16940
C -2.71076 3.02937 -2.73748
C -0.25074 -3.04434 3.96084
C 1.87229 1.67057 -1.78810
C 0.80454 -0.57185 4.51640
C 3.54471 -0.12517 -2.12616
C 1.20794 0.03540 -3.05588
H -2.66174 -0.98108 -3.84977
H -1.71860 0.06554 -1.75092
H -4.12736 -1.41241 -2.96351
H -0.02817 -2.57156 1.91149
H -0.18660 -0.96685 0.66941
H -3.56978 2.04081 -0.32406
H -4.23975 -0.46619 -4.44835
H -1.85310 1.40557 -3.85743
H 0.57062 0.57542 0.25524
H -3.42404 1.96494 -4.46402
H 4.23991 0.73286 1.68776
H 2.08837 -2.05315 0.70748
H -3.70313 3.43870 -2.51368
H -3.18907 -0.33387 -0.84175
H 1.72539 -1.36188 -0.88389
H 3.47816 -1.19155 -2.35606
H -2.12938 3.78738 -3.26251
H 3.56989 -0.81293 2.27190
H 2.51376 2.28146 -1.18972
H 1.22534 -0.87020 -3.62919
H 0.56641 -1.09278 6.56399
H 2.33538 1.08699 3.27879
H 1.91732 1.70972 1.67326
H 1.18422 0.40594 4.76462
H 4.32979 0.31950 -2.74717
H -0.37283 -3.33529 6.08370
H -4.53058 0.99231 -2.46037
H -1.92293 1.61390 0.18255

Computed properties:
Multiplicity = 1
Kohn-Sham gap = 8.50 eV

Record 7
The following is a quantum chemistry calculation of a molecular structure, C22H28F5NOPdSi2Te2 in a non-equilibrium geometry, from the Open Molecules 2025 dataset.

Positions of all 62 atoms, in Å:
Te -0.85298 -1.59277 -2.85703
Te 1.20211 -1.97644 2.69184
Pd -0.45201 -0.26665 -0.65454
Si 1.41337 0.79090 1.37879
Si -0.55195 2.05515 -1.18000
F 2.11872 -2.87545 4.13767
F 2.95505 -2.76268 1.82489
F 1.17382 -0.70532 4.36815
F 0.77828 -3.90779 2.30504
F -0.50881 -2.41289 3.66872
O 1.62508 -0.08678 0.07671
N -0.60081 -2.09666 0.84068
C -2.23682 -0.18243 -6.78326
C -0.31299 0.71837 2.26623
C -0.14079 -3.89358 -0.66557
C -3.36854 1.18484 -5.17494
C -1.86961 -5.59318 -1.28690
C 1.19401 5.43440 0.55408
C 2.13520 3.56041 1.70919
C -1.43975 -4.36865 -0.53386
C 0.24230 -2.75806 0.02359
C 0.50524 3.17593 -0.01656
C -1.84219 -2.55715 0.97583
C 0.47228 2.16104 -2.81303
C 1.36489 2.66346 0.96807
C -1.79431 -0.49441 -4.41752
C 0.44340 4.55726 -0.21454
C -2.13294 3.12922 -1.50571
C 2.05232 4.93130 1.52003
C -2.70319 0.52828 -4.15192
C -2.29865 -3.68246 0.31375
C 2.95150 0.55554 2.49287
C -3.14220 0.83153 -6.49845
C -1.57239 -0.83031 -5.75348
H 0.85010 3.17009 -2.99919
H -1.67912 -5.44991 -2.35161
H -4.07455 1.97365 -4.93999
H 1.11004 6.50568 0.40174
H -2.88043 2.58991 -2.08610
H -1.86411 4.02552 -2.06404
H -2.47921 -2.01591 1.66507
H -1.12074 0.81605 1.52264
H -2.59000 3.43374 -0.56306
H -3.31221 -4.02997 0.46941
H -0.87251 -1.62611 -5.97943
H -0.11705 1.84312 -3.67528
H -0.42288 1.53597 2.98104
H -2.05763 -0.47366 -7.81275
H 1.32468 1.48736 -2.71974
H 0.57340 -4.41458 -1.28853
H 1.27402 -2.41620 0.01305
H -2.88568 0.80682 -3.12199
H 2.83581 1.03792 3.46199
H 3.85637 0.92954 2.01081
H -0.48066 -0.19964 2.81382
H 2.81775 3.17235 2.45582
H -2.93144 -5.78956 -1.14209
H -3.65955 1.34471 -7.30066
H 3.10163 -0.50113 2.68388
H 2.65465 5.60410 2.12136
H -0.20376 4.96785 -0.98267
H -1.30053 -6.45922 -0.94491

Computed properties:
Energy relative to the best compared isomer or geometry (same formula, charge and spin) = 342.02 kJ/mol
Multiplicity = 1
Net charge = -2
Kohn-Sham gap = 5.85 eV

The highest multiplicity belongs to which entry?
C22H28ClFeN2O9

What is the formula in the third record?
C22H28Cl24IN3O5